<a>
A 2-piece molecular cluster, C5H14N2O overall. Source: the Open Molecules 2025 dataset; level of theory: the ωB97M-V functional and the def2-TZVPD basis.

## Properties
- Total charge: 0

Last column: Mulliken charge in e.
Positions of all 22 atoms, in Å:
C  1.14671  -1.37618  0.28837  -0.697
C  1.24111  0.98467  -0.25982  0.687
C  -2.07230  -0.41060  0.59927  -0.554
C  1.36194  2.38894  0.22612  -1.356
C  -2.07260  -1.13528  -0.73864  -0.807
N  1.36340  -0.04831  0.54810  0.112
N  1.04603  0.74395  -1.62699  -0.569
O  1.42061  -2.19095  1.40898  -0.581
H  0.59119  -2.39363  1.85617  0.301
H  1.47845  0.15892  1.53692  0.246
H  1.60074  -1.75884  -0.61517  0.332
H  -1.38512  0.43818  0.58526  0.068
H  0.61353  1.52509  -2.10226  0.257
H  0.53261  -0.11667  -1.77922  0.253
H  -3.07019  -0.03596  0.83156  0.368
H  -1.76521  -1.08267  1.39886  0.133
H  2.25034  2.87127  -0.18528  0.349
H  1.43340  2.41323  1.31111  0.331
H  0.49655  2.98300  -0.07728  0.344
H  -2.79764  -1.94480  -0.73453  0.349
H  -1.08530  -1.55823  -0.92295  0.188
H  -2.32824  -0.45512  -1.54859  0.247

---

<b>
A 3-piece molecular cluster, C5H14N2O overall. Source: the Open Molecules 2025 dataset; level of theory: the ωB97M-V functional and the def2-TZVPD basis.

## Properties
- Total charge: 0

Last column: Mulliken charge in e.
Positions of all 22 atoms, in Å:
C  -0.07240  1.83216  -0.52004  -0.796
N  0.15700  0.51095  0.04051  -0.060
C  2.37337  0.73461  0.55450  -0.542
C  3.13705  -0.34224  0.60763  -0.483
O  -0.23172  0.26813  1.36343  -0.384
H  0.60864  0.41544  1.83755  0.383
H  2.76469  1.73314  0.74765  0.239
H  0.23662  2.57792  0.20805  0.323
H  -1.11394  1.94769  -0.81120  0.284
H  0.55471  1.91909  -1.40518  0.318
H  2.72670  -1.32920  0.38013  0.172
H  4.19778  -0.32616  0.86114  0.273
C  -2.58689  -0.22898  -0.13230  -0.824
C  -0.93851  -1.85466  -0.67259  -0.796
N  -1.34661  -0.47928  -0.82906  -0.264
H  0.85753  -0.17570  -0.38039  0.355
H  -3.40597  -0.74338  -0.65818  0.355
H  -2.58892  -0.57122  0.91259  0.277
H  0.03810  -2.01991  -1.14068  0.285
H  -1.64590  -2.51607  -1.19207  0.330
H  -0.89517  -2.18892  0.37746  0.296
H  -2.82613  0.83658  -0.14893  0.258

---

<c>
C5H14N2O as an isolated structure. Source: the Open Molecules 2025 dataset; level of theory: the ωB97M-V functional and the def2-TZVPD basis.

## Properties
- Total charge: 0

Last column: Mulliken charge in e.
Positions of all 22 atoms, in Å:
C  -0.02552  -0.07081  0.67846  -0.340
C  0.93005  -1.92292  1.03545  -0.531
C  -0.50152  2.43432  -0.78834  -0.997
C  -2.50493  1.27620  -0.08780  -0.989
C  2.24927  -2.23331  0.39063  -0.992
N  -0.07893  -0.74260  -0.50438  -0.186
N  -1.07190  1.32877  -0.07688  -0.075
O  0.94088  -0.29870  -1.33475  -0.344
H  0.74166  -0.73513  -2.17433  0.379
H  -0.78532  -0.32934  1.40006  0.346
H  0.82514  0.54176  0.95745  0.384
H  1.03384  -1.62883  2.08006  0.355
H  0.17957  -2.70392  0.95120  0.347
H  -0.87196  2.51287  -1.82444  0.297
H  -2.92437  1.31194  -1.10669  0.291
H  0.58741  2.33972  -0.82980  0.245
H  -0.72011  3.40233  -0.30246  0.331
H  -2.95444  2.11876  0.46794  0.289
H  -2.85660  0.35364  0.38730  0.262
H  2.77676  -3.01889  0.94682  0.370
H  2.90316  -1.35716  0.37146  0.287
H  2.12785  -2.57870  -0.63695  0.270

---

<d>
One molecule with the formula C5H14N2O. Source: the Open Molecules 2025 dataset; level of theory: the ωB97M-V functional and the def2-TZVPD basis.

## Properties
- Structure (SMILES): NCCNCCCO
- Total charge: 0

Last column: Mulliken charge in e.
Positions of all 22 atoms, in Å:
N  -3.25364  -0.44274  1.19170  -0.552
C  -2.27990  0.67420  1.01650  -0.756
C  -1.38444  0.43478  -0.21618  -0.441
N  -0.23683  -0.27378  0.44067  -0.287
C  0.56445  -1.01572  -0.51459  -0.821
C  1.62962  -0.11300  -1.18688  -0.597
C  2.60619  0.58341  -0.25881  -0.326
O  3.89800  -0.02459  -0.12385  -0.541
H  -4.15739  -0.02645  1.00083  0.222
H  -3.17906  -0.84740  2.10550  0.215
H  -2.80034  1.65063  0.99144  0.414
H  -1.58273  0.77322  1.87694  0.368
H  -1.93128  -0.14808  -0.95863  0.315
H  -0.96335  1.42380  -0.52911  0.283
H  -0.58168  -0.94897  1.10249  0.248
H  1.27490  -1.76553  -0.11851  0.333
H  -0.08300  -1.56572  -1.22723  0.396
H  2.03361  -0.74984  -2.02627  0.425
H  1.12625  0.66127  -1.78599  0.278
H  2.30546  0.75097  0.76741  0.287
H  2.86385  1.56412  -0.68695  0.233
H  4.13131  -0.59458  -0.86050  0.303

---

Of them, the most stable is <d> and the least stable is <b>.

---

<a>
A 2-piece molecular cluster, C3H8NS overall. Source: the Open Molecules 2025 dataset; level of theory: the ωB97M-V functional and the def2-TZVPD basis.

## Properties
- Total charge: -1

Last column: Mulliken charge in e.
Positions of all 13 atoms, in Å:
C  -2.16491  2.11981  -0.58498  -0.705
S  -0.47820  1.70184  -0.92589  -0.693
H  -2.26566  3.04863  0.03772  0.170
H  -2.67953  2.27082  -1.55042  0.163
H  -2.75622  1.29270  -0.09422  0.167
C  0.68412  -1.58119  -0.62293  -0.674
C  1.20722  -0.83948  0.40008  0.080
N  1.84278  -1.38958  1.51454  -0.497
H  0.69106  -2.70140  -0.55216  0.209
H  -0.11255  -1.12553  -1.25334  0.194
H  1.33876  0.23489  0.22174  0.168
H  2.26580  -2.30153  1.39444  0.188
H  2.42732  -0.72999  2.01542  0.231

---

<b>
A 2-piece molecular cluster, C3H8NS overall. Source: the Open Molecules 2025 dataset; level of theory: the ωB97M-V functional and the def2-TZVPD basis.

## Properties
- Total charge: -1

Last column: Mulliken charge in e.
Positions of all 13 atoms, in Å:
C  1.85305  0.80224  1.90043  -0.804
S  1.41815  -0.95305  2.22202  -0.735
H  2.42330  1.26441  2.70457  0.260
H  0.92906  1.37615  1.78414  0.234
H  2.40483  0.88568  0.96845  0.192
C  -1.50290  -0.53973  -2.31805  -0.891
C  -0.75062  -0.21942  -1.25330  0.163
N  -1.05619  -0.35542  0.07662  -0.349
H  -2.56313  -0.75872  -2.21726  0.220
H  -1.15607  -0.32451  -3.31477  0.244
H  0.21880  0.22016  -1.44582  0.274
H  -1.96650  -0.75100  0.23787  0.177
H  -0.25179  -0.64678  0.65510  0.015

---

<c>
An isolated ion of composition C3H8NS and charge -1. Source: the Open Molecules 2025 dataset; level of theory: the ωB97M-V functional and the def2-TZVPD basis.

## Properties
- Structure (SMILES): CNCC[S-]
- Total charge: -1

Last column: Mulliken charge in e.
Positions of all 13 atoms, in Å:
C  -1.82838  2.17518  -0.60318  -0.715
N  -1.45192  0.69310  -0.44361  -0.497
C  -0.25304  0.61639  0.51225  -0.348
C  1.02443  -0.13298  -0.17961  -0.656
S  1.33342  -1.88628  0.41130  -0.721
H  -2.44080  2.42123  0.33930  0.190
H  -0.82004  2.59084  -0.55789  0.295
H  -2.47249  2.27468  -1.55574  0.284
H  -1.08399  0.42223  -1.33657  0.256
H  -0.64897  -0.10850  1.26355  0.232
H  0.05329  1.64829  1.02849  0.260
H  0.71479  -0.36276  -1.13306  0.218
H  1.86886  0.49114  0.09970  0.200

---

Of them, the most stable is <b> and the least stable is <c>.

---

<a>
One molecule with the formula C5H14N3. Source: the Open Molecules 2025 dataset; level of theory: the ωB97M-V functional and the def2-TZVPD basis.

## Properties
- 2S+1: 2
- Total charge: 0

Last column: Mulliken charge in e.
Positions of all 22 atoms, in Å:
C  -1.38370  1.18871  -1.45749  -1.448
C  -1.78194  0.33208  -0.15405  0.365
C  -0.60329  0.91420  0.87975  -0.960
C  0.77217  0.27473  0.90666  0.416
C  1.58062  0.09697  -0.28679  -1.422
N  2.35149  -1.09628  -0.58355  -1.634
N  1.15520  -0.14079  2.12476  -0.639
N  -1.54812  -1.09775  -0.52553  -0.687
H  -1.78559  0.54793  -2.27255  0.412
H  -1.82805  2.10331  -1.43429  0.390
H  -0.37281  1.16591  -1.60326  0.283
H  -2.79971  0.41474  0.33802  0.366
H  -0.91526  0.80802  1.95048  0.176
H  -0.59852  1.95529  0.42926  0.324
H  1.23756  0.85594  -1.03936  0.322
H  3.10432  -0.91074  -1.19833  0.840
H  1.85534  -1.85992  -0.97828  0.792
H  2.89214  -1.62326  0.28262  0.941
H  1.97728  -0.66920  2.36822  0.459
H  0.59426  0.06118  3.01408  0.214
H  -1.43788  -1.80411  0.18880  0.251
H  -2.46549  -1.51697  -0.94916  0.239

---

<b>
C5H14N3 as an isolated structure. Source: the Open Molecules 2025 dataset; level of theory: the ωB97M-V functional and the def2-TZVPD basis.

## Properties
- 2S+1: 2
- Total charge: 0

Last column: Mulliken charge in e.
Positions of all 22 atoms, in Å:
C  1.82577  1.22810  2.07721  -1.279
C  0.70713  0.45351  1.39478  0.239
C  0.27976  1.00156  0.03748  -1.072
C  -0.66210  0.13365  -0.78606  0.174
C  -1.93932  0.50559  -0.99933  -0.257
N  -2.77764  -0.35538  -1.78335  -0.563
N  -0.14842  -1.01376  -1.32494  -0.428
N  2.05463  -1.70704  0.85982  -0.712
H  2.18347  0.73195  2.97709  0.344
H  2.64796  1.29924  1.35639  0.299
H  1.54530  2.25140  2.32162  0.385
H  -0.16047  0.31501  2.04752  0.373
H  -0.17996  1.98745  0.15386  0.410
H  1.18182  1.17893  -0.56717  0.318
H  -2.32517  1.43142  -0.58150  0.310
H  -3.61102  -0.66074  -1.29787  0.211
H  -3.01401  0.06714  -2.66390  0.200
H  -0.84318  -1.54623  -1.83077  0.293
H  0.55338  -1.54193  -0.81864  0.298
H  2.88766  -1.38154  0.37764  0.214
H  1.29298  -0.65183  1.21039  0.050
H  2.24076  -2.38016  1.59655  0.192

---

Of them, the most stable is <b> and the least stable is <a>.